Entry 1:
14
Properties=species:S:1:pos:R:3:forces:R:3 method="wB97M-V/def2-TZVPD" homo_energy_ev=-10.07 smiles=C1CC2(C1)CO2 molar_mass_da=84.12 total_energy_ev=-7360.2364 largest_force_ev_per_a=0.32 relative_energy_ev=2.019 homo_lumo_gap_ev=11.14
C -1.197252 0.622762 -1.327305 -0.04 0.32 -0.04
O -1.215934 -0.804184 -1.409516 -0.02 -0.22 -0.12
C -0.413288 -0.208961 -0.423917 0.13 0.11 0.07
C -0.485299 -0.417578 1.083473 -0.14 -0.03 0.05
C 0.968046 0.114827 1.122205 0.15 0.06 0.19
C 1.108747 -0.221535 -0.382783 0.11 -0.02 -0.13
H -2.132145 1.095743 -1.030482 0.13 -0.14 0.06
H -0.650949 1.117478 -2.131760 -0.20 -0.05 0.05
H -0.513439 -1.491465 1.301337 -0.02 0.16 -0.02
H -1.247001 0.094711 1.678473 0.08 -0.05 -0.20
H 1.661618 -0.362239 1.817302 -0.09 0.06 -0.10
H 0.977402 1.197290 1.282604 0.05 -0.17 0.00
H 1.504890 -1.227429 -0.553814 -0.06 0.10 0.08
H 1.634604 0.490579 -1.025816 -0.07 -0.12 0.10

***

Entry 2:
11
Properties=species:S:1:pos:R:3:forces:R:3 method="wB97M-V/def2-TZVPD" homo_energy_ev=-7.16 smiles="[H]/N=C/N=C=CN" molar_mass_da=83.09 total_energy_ev=-7659.0122 largest_force_ev_per_a=5.38 relative_energy_ev=3.443 homo_lumo_gap_ev=8.09
C 0.343474 -0.393164 0.135714 2.29 -0.61 -0.64
C -2.250392 -0.396356 0.017925 2.31 -2.49 0.52
C 1.733106 -0.437886 0.020825 -4.84 2.33 0.29
N -0.826097 -0.463380 -0.136035 -1.33 -0.84 -0.28
N -2.693097 0.754483 0.116463 -1.63 1.53 -0.34
N 2.509478 0.733397 0.171761 2.23 1.21 -2.36
H -2.796141 -1.441692 0.040336 1.22 2.12 -0.28
H 2.201501 -1.280362 0.340204 1.10 -2.58 0.65
H -3.708741 0.807986 0.045230 0.12 -0.17 0.32
H 2.094579 1.552072 -0.324491 0.10 -0.88 0.67
H 3.392325 0.564900 -0.427930 -1.58 0.38 1.45

***

Entry 3:
74
Properties=species:S:1:pos:R:3:forces:R:3 method="wB97M-V/def2-TZVPD" homo_energy_ev=-6.65 molar_mass_da=805.81 total_energy_ev=-92668.1425 largest_force_ev_per_a=3.04 relative_energy_ev=0.000 homo_lumo_gap_ev=8.52 total_charge=-1
La -0.622468 0.587800 -0.854409 0.26 -0.53 -0.79
O 1.823382 2.595491 2.417877 -0.46 -0.84 0.02
C 1.015011 1.802862 1.908179 0.33 0.77 -1.08
O 0.383385 2.059786 0.796486 0.14 -0.77 1.90
C 0.795553 0.412427 2.594985 -0.95 2.63 -1.20
N -0.386236 -0.211326 1.988447 -0.06 -1.39 0.98
C -0.235497 -1.701743 2.140389 -0.53 0.51 -2.55
C -1.248392 -2.512835 1.282151 1.55 0.54 0.80
N -1.097329 -2.379570 -0.146645 0.58 -0.01 -0.46
C -2.230064 -3.006330 -0.825753 -1.02 -0.37 1.57
C -2.769840 -2.203844 -1.975793 -0.30 0.23 -0.31
N -2.927193 -0.756373 -1.686494 -0.29 0.39 -0.31
C -4.091330 -0.543777 -0.818860 0.08 -0.23 -1.65
C -4.199418 0.804224 -0.178449 0.15 -0.33 1.12
N -2.977954 1.113956 0.603835 0.09 -0.16 -0.05
C -2.924545 0.430325 1.897737 0.36 -0.36 0.79
C -1.576880 0.306340 2.692636 -0.97 0.05 -0.18
C -2.903491 2.568297 0.771727 -0.54 0.37 -0.41
C -2.743268 3.226698 -0.635464 1.53 -0.91 -0.81
O -3.465286 4.107414 -1.054655 -0.45 0.20 0.56
O -1.768557 2.674121 -1.316512 -0.87 0.11 0.67
C -3.123670 -0.068309 -2.975112 -0.76 0.46 -0.50
C -1.928367 -0.320317 -3.906884 0.64 0.26 0.77
O -2.148389 -0.370061 -5.101075 0.06 -0.01 -0.56
O -0.811440 -0.503805 -3.286673 -0.01 0.71 0.16
C 0.148934 -2.989552 -0.616929 0.40 0.58 -0.84
C 1.427713 -2.162126 -0.390804 -0.53 -0.68 0.67
O 2.368423 -2.822680 0.060801 0.39 0.77 -0.31
O 1.323776 -0.917742 -0.617192 0.37 0.17 0.05
H 0.655556 0.706921 3.621029 -0.15 -0.36 0.77
H 1.713563 -0.114992 2.520639 0.60 -0.84 -0.39
H -0.362744 -2.079331 3.135492 0.18 0.16 0.98
H 0.760470 -1.931179 1.727907 -0.31 -0.05 0.70
H -2.238340 -2.228912 1.498554 -1.23 0.45 0.58
H -1.134278 -3.529646 1.658253 0.03 -0.61 -0.27
H -3.013737 -3.145149 -0.045242 0.22 0.13 -0.54
H -1.978093 -4.042705 -1.092182 -0.07 0.21 -0.40
H -3.714555 -2.645903 -2.368156 0.25 0.22 0.35
H -2.061041 -2.272482 -2.773109 0.41 -0.03 -0.52
H -4.011596 -1.350025 -0.146205 -0.25 -0.61 1.54
H -4.975458 -0.765637 -1.421617 -0.46 0.15 0.02
H -5.112896 0.830218 0.435898 0.16 -0.25 0.43
H -4.412357 1.625843 -0.840433 0.43 0.10 -0.77
H -3.284785 -0.585626 1.871351 -0.34 -0.33 -0.85
H -3.622372 0.901354 2.590338 -0.17 0.35 0.28
H -1.829860 -0.319926 3.572725 0.07 -0.15 -0.36
H -1.386267 1.253152 3.177830 0.50 0.53 -0.37
H -2.020307 2.769062 1.356630 0.29 0.39 0.24
H -3.815624 2.950620 1.272447 0.33 -0.05 -0.09
H -3.377100 1.025958 -2.883617 0.74 -0.91 0.30
H -3.996157 -0.468227 -3.518051 -0.02 -0.19 0.23
H 0.088736 -3.121555 -1.703438 -0.15 0.02 0.07
H 0.366335 -3.948221 -0.168849 -0.34 -0.56 0.28
Cl 5.813005 -2.121005 0.882037 -0.23 0.16 -0.38
C 5.866338 -2.680719 2.534549 0.32 0.77 0.36
Cl 4.357536 -3.417581 3.001095 -0.26 -0.52 0.05
Cl 7.291218 -3.749488 2.701059 -0.34 -0.18 0.24
C 6.096165 -1.513695 3.420823 1.80 1.53 0.46
N 6.577717 -0.603330 3.969415 -1.37 -1.72 -0.78
N 4.264456 3.253039 1.044973 0.19 0.47 1.34
C 4.720522 3.179859 -0.208900 0.32 0.10 -1.31
O 5.811541 3.568927 -0.608487 0.35 0.31 0.78
C 3.827621 2.608075 -1.268309 -2.08 -0.30 1.08
C 4.353318 2.145580 -2.458658 -0.58 -0.40 -0.40
C 3.534525 1.534349 -3.403130 -0.69 -0.32 0.82
C 2.165384 1.347213 -3.099078 1.17 -0.05 -0.96
N 1.655723 1.863394 -1.996153 -0.57 -0.33 0.87
C 2.436084 2.467140 -1.067968 0.40 -0.50 -1.50
H 4.773628 3.793122 1.754009 -0.05 -0.51 -0.87
H 3.398582 2.855376 1.406370 -0.09 0.14 -0.43
H 5.408470 2.196790 -2.601871 0.58 0.18 -0.13
H 3.970229 1.072424 -4.271031 -0.01 0.04 -0.29
H 1.509836 0.732073 -3.762492 0.42 0.71 0.65
H 1.824422 2.735524 -0.214021 0.78 0.49 0.14